a) The following is a quantum chemistry calculation of 2 unconnected molecules or ions with the total composition C6H14OS, from the OMol25 dataset.

Each line ends with the natural charge from an NBO analysis.
Positions of all 22 atoms, in Å:
C (0.657, 2.453, -0.667)  -0.10
O (0.073, 2.687, 0.619)  -0.72
C (2.105, 2.152, -0.481)  -0.19
C (2.648, 1.000, -0.827)  -0.37
H (0.546, 3.355, -1.279)  0.17
H (0.167, 1.616, -1.166)  0.17
H (-0.881, 2.709, 0.505)  0.46
H (2.731, 2.915, -0.038)  0.20
H (3.714, 0.845, -0.675)  0.20
H (2.059, 0.198, -1.249)  0.19
C (0.055, -3.459, 0.525)  -0.62
C (-1.041, -2.577, -0.026)  -0.50
S (-0.745, -0.837, 0.497)  0.18
C (-2.276, -0.108, -0.106)  -0.75
H (-0.100, -4.494, 0.228)  0.21
H (0.071, -3.433, 1.607)  0.22
H (1.026, -3.134, 0.147)  0.21
H (-2.047, -2.825, 0.310)  0.21
H (-1.024, -2.578, -1.112)  0.20
H (-2.647, -0.666, -0.959)  0.22
H (-3.051, -0.090, 0.653)  0.22
H (-2.106, 0.910, -0.454)  0.21

Properties
SMILES ... C=CCO.CCSC
HOMO energy ... -8.5035 eV
Orbital gap ... 9.36 eV
LUMO energy ... 0.853 eV

=====

b) The following is a quantum chemistry calculation of C6H14OS in the gas phase, from the OMol25 dataset.

Each line ends with the natural charge from an NBO analysis.
Positions of all 22 atoms, in Å:
C (-1.199, 1.988, 1.138)  -0.98
C (0.782, -1.575, 0.092)  -0.66
C (-1.629, -1.007, -0.170)  -0.65
C (0.038, 0.143, -1.493)  -0.65
C (1.730, 1.062, 1.099)  -0.80
C (-0.240, -0.524, -0.204)  -0.15
O (0.046, -0.406, 2.613)  -0.91
S (-0.041, 0.679, 1.227)  1.49
H (-1.612, 1.822, 2.179)  0.24
H (-1.983, 1.684, 0.475)  0.21
H (0.689, -2.437, -0.562)  0.23
H (1.752, -1.086, 0.056)  0.21
H (0.572, -1.898, 1.211)  0.28
H (-1.688, -2.017, -0.643)  0.23
H (-2.419, -0.411, -0.565)  0.22
H (-1.848, -1.119, 0.918)  0.25
H (-0.600, 1.162, -1.601)  0.24
H (1.146, 0.163, -1.634)  0.22
H (-0.439, -0.367, -2.322)  0.23
H (1.832, 1.359, 0.036)  0.24
H (2.031, 1.882, 1.778)  0.27
H (2.263, 0.263, 1.501)  0.26

Properties
SMILES ... C=[S@@](C)(=O)C(C)(C)C
HOMO energy ... -8.4071 eV
Orbital gap ... 8.99 eV
LUMO energy ... 0.582 eV

=====

c) The following is a quantum chemistry calculation of 2 unconnected molecules or ions with the total composition C6H14OS, from the OMol25 dataset.

Each line ends with the natural charge from an NBO analysis.
Positions of all 22 atoms, in Å:
C (1.933, -0.086, -1.303)  -0.62
C (1.620, 0.792, -0.079)  -0.53
S (0.641, 2.248, -0.565)  0.17
C (0.096, 2.989, 1.009)  -0.74
H (1.950, -1.133, -1.005)  0.21
H (2.903, 0.195, -1.707)  0.21
H (1.172, 0.004, -2.077)  0.22
H (2.561, 1.131, 0.353)  0.21
H (1.059, 0.222, 0.660)  0.21
H (-0.480, 2.380, 1.705)  0.22
H (0.986, 3.309, 1.550)  0.21
H (-0.507, 3.819, 0.650)  0.23
O (-1.566, -0.793, 2.291)  -0.52
C (-1.190, -1.570, 1.461)  0.45
C (-1.942, -1.825, 0.174)  -0.51
C (-1.127, -1.430, -1.047)  -0.61
H (-0.246, -2.130, 1.604)  0.10
H (-2.862, -1.246, 0.268)  0.22
H (-2.231, -2.881, 0.152)  0.22
H (-0.729, -0.425, -0.914)  0.22
H (-1.717, -1.419, -1.962)  0.22
H (-0.325, -2.150, -1.216)  0.20

Properties
SMILES ... CCC=O.CCSC
HOMO energy ... -8.4975 eV
Orbital gap ... 9.44 eV
LUMO energy ... 0.946 eV

=====

Of them, c) has the highest stability.

=====

a) The following is a quantum chemistry calculation of 2 unconnected molecules or ions with the total composition C2H4O3, from the OMol25 dataset.

Each line ends with the natural charge from an NBO analysis.
Positions of all 9 atoms, in Å:
O (0.351, -1.721, -0.947)  -0.50
C (1.195, -0.901, -1.287)  0.26
H (1.113, 0.092, -1.829)  0.16
H (2.226, -1.239, -1.108)  0.13
O (-1.452, 2.208, 1.435)  -0.55
C (-1.201, 1.043, 1.375)  0.67
O (-0.552, 0.424, 0.324)  -0.83
H (-1.466, 0.438, 2.267)  0.11
H (-0.214, -0.342, -0.230)  0.54

Properties
SMILES ... O=CO.C=O
HOMO energy ... -10.5950 eV
Orbital gap ... 10.22 eV
LUMO energy ... -0.378 eV

=====

b) The following is a quantum chemistry calculation of 2 unconnected molecules or ions with the total composition C2H4O3, from the OMol25 dataset.

Each line ends with the natural charge from an NBO analysis.
Positions of all 9 atoms, in Å:
O (0.390, -1.395, -0.685)  -0.50
C (1.466, -1.965, -0.805)  0.27
H (2.042, -1.967, -1.750)  0.11
H (1.969, -2.420, 0.087)  0.11
O (-0.543, 0.470, 1.301)  -0.51
C (-1.013, 1.140, 0.371)  0.64
O (-1.003, 2.554, 0.471)  -0.75
H (-1.799, 0.846, -0.279)  0.13
H (-1.510, 2.736, 1.288)  0.49

Properties
SMILES ... O=CO.C=O
HOMO energy ... -10.1916 eV
Orbital gap ... 10.86 eV
LUMO energy ... 0.673 eV

=====

c) The following is a quantum chemistry calculation of C2H4O3 in the gas phase, from the OMol25 dataset.

Each line ends with the natural charge from an NBO analysis.
Positions of all 9 atoms, in Å:
C (-0.973, -0.164, -0.787)  -0.05
C (0.232, 0.491, 0.098)  0.31
O (-1.761, -0.574, 0.164)  -0.64
O (1.531, -0.061, 1.858)  -0.42
O (1.129, -0.284, 0.550)  -0.16
H (-1.310, 0.710, -1.337)  0.13
H (-0.756, -0.938, -1.580)  0.16
H (-0.142, 1.101, 0.829)  0.18
H (1.525, -0.945, 2.313)  0.49

Properties
HOMO energy (alpha / beta) ... -8.8712 / -8.8670 eV
Orbital gap (alpha / beta) ... 8.07 / 8.07 eV
LUMO energy (alpha / beta) ... -0.797 / -0.801 eV

=====

Of them, b) has the highest stability.

=====

a) The following is a quantum chemistry calculation of C3H3F2NO in the gas phase, from the OMol25 dataset.

Each line ends with the natural charge from an NBO analysis.
Positions of all 10 atoms, in Å:
C (0.825, -0.986, 0.023)  -0.02
C (0.821, 0.555, -0.213)  -0.13
C (-1.440, 0.326, 0.202)  1.08
N (-0.191, -1.611, 0.203)  -0.45
O (-0.442, 1.139, -0.022)  -0.50
F (-2.291, 0.052, -0.795)  -0.29
F (-1.991, 0.201, 1.392)  -0.28
H (1.937, -1.316, -0.080)  0.17
H (1.588, 0.949, 0.631)  0.21
H (1.183, 0.694, -1.340)  0.21

Properties
HOMO energy ... -8.6383 eV
Orbital gap ... 8.96 eV
LUMO energy ... 0.321 eV

=====

b) The following is a quantum chemistry calculation of 2 unconnected molecules or ions with the total composition C3H3F2NO, from the OMol25 dataset.

Each line ends with the natural charge from an NBO analysis.
Positions of all 10 atoms, in Å:
C (-1.186, 0.350, -0.855)  0.11
C (0.680, -1.466, 0.043)  0.06
C (-0.448, 0.908, 0.205)  0.58
N (-1.743, -0.164, -1.728)  -0.30
O (0.657, 1.678, 0.057)  -0.68
F (1.325, -1.636, 1.160)  -0.32
F (-0.941, 0.737, 1.398)  -0.29
H (1.358, -1.272, -0.845)  0.16
H (-0.393, -1.648, -0.031)  0.17
H (0.692, 2.514, 0.595)  0.51

Properties
HOMO energy (alpha / beta) ... -8.3564 / -8.4196 eV
Orbital gap (alpha / beta) ... 7.95 / 8.72 eV
LUMO energy (alpha / beta) ... -0.403 / 0.298 eV

=====

Of them, a) has the highest stability.

=====

a) The following is a quantum chemistry calculation of a molecular structure, C29H41CaCl2N3O9P2, from the OMol25 dataset.

Each line ends with the Mulliken charge.
Positions of all 87 atoms, in Å:
Ca (-0.613, -0.234, -1.258)  1.69
C (-1.094, 2.250, 1.500)  -1.19
C (-2.292, 1.360, 1.360)  0.48
C (-2.288, 0.025, 1.760)  0.17
C (-3.399, -0.790, 1.589)  0.44
C (-3.354, -2.231, 2.014)  -1.66
C (-4.544, -0.251, 1.020)  -0.51
C (-4.587, 1.076, 0.606)  0.57
C (-5.815, 1.639, -0.052)  -1.54
C (-3.455, 1.862, 0.784)  -0.63
H (-0.352, 2.074, 0.719)  0.03
H (-0.590, 2.091, 2.446)  0.21
H (-1.385, 3.299, 1.437)  0.48
H (-1.398, -0.391, 2.222)  0.48
H (-2.509, -2.760, 1.568)  0.30
H (-4.266, -2.754, 1.736)  0.36
H (-3.235, -2.328, 3.094)  0.41
H (-5.417, -0.879, 0.886)  0.30
H (-5.696, 1.666, -1.138)  0.17
H (-6.014, 2.657, 0.280)  0.39
H (-6.694, 1.037, 0.172)  0.40
H (-3.478, 2.896, 0.463)  0.42
C (-3.436, 0.220, -5.216)  -1.77
C (-3.191, 0.283, -3.705)  1.11
O (-4.363, 0.652, -2.996)  -0.44
P (-1.896, 1.590, -3.336)  0.28
O (-0.719, 1.114, -4.164)  -0.83
O (-2.480, 2.950, -3.882)  -0.60
O (-1.646, 1.616, -1.842)  -0.56
P (-2.617, -1.415, -3.167)  0.67
O (-2.717, -1.253, -1.530)  -0.19
O (-3.347, -2.572, -3.668)  -0.76
O (-1.010, -1.375, -3.448)  -0.51
H (-3.851, 1.179, -5.525)  0.43
H (-4.141, -0.582, -5.444)  0.46
H (-2.525, 0.041, -5.781)  0.34
H (-5.036, -0.044, -3.084)  0.38
H (-0.735, -0.457, -3.881)  0.45
H (-3.055, 3.375, -3.259)  0.36
H (-2.716, -2.102, -1.105)  0.17
Cl (3.870, 1.860, 0.983)  -0.18
C (3.197, 2.521, 2.470)  0.63
C (3.478, 3.836, 2.773)  -0.65
C (2.982, 4.393, 3.942)  -0.50
C (2.169, 3.629, 4.759)  -0.76
C (1.868, 2.315, 4.412)  0.93
Cl (0.668, 1.529, 5.398)  -0.15
C (2.421, 1.705, 3.281)  -0.94
N (2.213, 0.396, 2.856)  0.47
C (2.159, -0.754, 3.630)  0.97
C (2.596, -0.786, 4.950)  -0.68
C (2.482, -1.937, 5.707)  -0.62
C (1.958, -3.096, 5.145)  -1.01
C (1.640, -3.075, 3.798)  -0.67
C (1.764, -1.931, 3.012)  0.50
C (1.683, -2.114, 1.512)  -1.80
C (0.629, -1.434, 0.689)  1.86
O (-0.196, -2.142, 0.036)  -0.87
O (0.667, -0.151, 0.599)  -0.61
H (4.095, 4.402, 2.090)  0.44
H (3.214, 5.416, 4.198)  0.39
H (1.723, 4.037, 5.652)  0.44
H (1.903, 0.309, 1.877)  -0.31
H (3.026, 0.102, 5.385)  0.59
H (2.810, -1.924, 6.736)  0.40
H (1.845, -4.000, 5.719)  0.40
H (1.320, -3.986, 3.310)  0.39
H (1.586, -3.185, 1.340)  0.66
H (2.633, -1.805, 1.062)  0.16
C (3.220, -0.799, -4.585)  -1.85
C (3.376, -1.267, -3.149)  1.66
C (3.688, -2.757, -3.112)  -1.75
C (4.479, -0.478, -2.443)  -1.65
N (2.072, -1.132, -2.460)  0.20
N (1.625, 0.211, -2.258)  -0.79
H (4.138, -0.996, -5.136)  0.49
H (3.031, 0.273, -4.659)  0.36
H (2.400, -1.324, -5.073)  0.35
H (4.626, -2.960, -3.629)  0.42
H (2.895, -3.332, -3.585)  0.39
H (3.798, -3.115, -2.088)  0.41
H (5.454, -0.716, -2.862)  0.48
H (4.508, -0.719, -1.378)  0.25
H (4.352, 0.599, -2.547)  0.41
H (2.141, -1.575, -1.542)  0.02
H (1.406, 0.610, -3.171)  0.26
H (2.338, 0.818, -1.816)  0.09

Properties
HOMO energy ... -7.6712 eV
Orbital gap ... 8.09 eV
LUMO energy ... 0.417 eV

=====

b) The following is a quantum chemistry calculation of a molecular structure, C29H41CaCl2N3O9P2, from the OMol25 dataset.

Each line ends with the Mulliken charge.
Positions of all 87 atoms, in Å:
Ca (-0.281, -0.466, -0.504)  1.52
C (-3.203, 1.166, 1.526)  -1.63
C (-1.751, 1.568, 1.539)  0.77
C (-1.308, 2.673, 0.811)  -0.23
C (0.003, 3.117, 0.898)  0.53
C (0.458, 4.362, 0.186)  -1.67
C (0.894, 2.421, 1.715)  -0.61
C (0.487, 1.317, 2.451)  1.23
C (1.433, 0.627, 3.398)  -1.44
C (-0.839, 0.894, 2.348)  -0.71
H (-3.358, 0.323, 0.852)  0.16
H (-3.830, 1.989, 1.183)  0.38
H (-3.528, 0.868, 2.523)  0.43
H (-2.016, 3.220, 0.198)  0.28
H (1.281, 4.127, -0.487)  0.26
H (0.800, 5.106, 0.908)  0.44
H (-0.353, 4.797, -0.398)  0.34
H (1.916, 2.777, 1.803)  0.37
H (0.985, 0.534, 4.387)  0.40
H (2.365, 1.182, 3.492)  0.35
H (1.665, -0.376, 3.041)  0.09
H (-1.182, 0.068, 2.963)  0.40
C (0.934, -4.673, -0.062)  -1.97
C (1.841, -3.540, -0.519)  1.15
O (3.193, -3.962, -0.696)  -0.64
P (1.891, -2.221, 0.725)  0.32
O (2.576, -2.853, 2.023)  -0.52
O (2.972, -1.162, 0.288)  -0.50
O (0.601, -1.568, 1.030)  -0.62
P (1.260, -2.828, -2.140)  0.67
O (2.517, -1.831, -2.479)  -0.50
O (1.229, -3.913, -3.137)  -0.91
O (0.079, -1.928, -1.888)  -0.42
H (1.432, -5.274, 0.703)  0.46
H (0.691, -5.310, -0.914)  0.47
H (0.006, -4.275, 0.344)  0.41
H (3.185, -4.618, -1.408)  0.41
H (2.163, -3.663, 2.353)  0.36
H (3.795, -1.572, -0.029)  0.36
H (3.013, -2.242, -3.202)  0.30
Cl (-2.794, -4.982, -5.165)  -0.21
C (-3.000, -5.573, -3.561)  1.00
C (-3.105, -6.937, -3.347)  -0.51
C (-3.295, -7.411, -2.061)  -0.50
C (-3.351, -6.530, -0.996)  -0.76
C (-3.207, -5.169, -1.215)  1.22
Cl (-3.212, -4.103, 0.145)  -0.17
C (-3.052, -4.650, -2.509)  -2.00
N (-2.978, -3.271, -2.808)  0.62
C (-4.161, -2.552, -2.993)  0.99
C (-5.373, -3.246, -3.058)  -0.37
C (-6.570, -2.586, -3.268)  -0.76
C (-6.588, -1.214, -3.419)  -0.85
C (-5.390, -0.517, -3.377)  -0.80
C (-4.169, -1.148, -3.176)  0.52
C (-2.926, -0.281, -3.230)  -1.31
C (-2.145, -0.002, -1.942)  1.22
O (-1.250, 0.879, -1.971)  -0.62
O (-2.363, -0.673, -0.902)  -0.70
H (-3.047, -7.614, -4.187)  0.45
H (-3.407, -8.473, -1.888)  0.38
H (-3.521, -6.890, 0.010)  0.45
H (-2.241, -2.778, -2.330)  -0.16
H (-5.377, -4.320, -2.926)  0.38
H (-7.491, -3.154, -3.301)  0.39
H (-7.520, -0.687, -3.573)  0.38
H (-5.395, 0.558, -3.512)  0.36
H (-3.197, 0.701, -3.616)  0.57
H (-2.192, -0.723, -3.914)  0.17
C (3.260, 1.745, -3.524)  -1.75
C (1.786, 2.142, -3.445)  1.49
C (1.619, 3.591, -3.900)  -1.73
C (0.953, 1.222, -4.350)  -1.39
N (1.333, 2.119, -2.044)  -0.55
N (1.517, 0.877, -1.374)  0.26
H (3.619, 1.898, -4.542)  0.50
H (3.402, 0.693, -3.272)  0.10
H (3.859, 2.360, -2.849)  0.38
H (1.902, 3.702, -4.947)  0.42
H (2.246, 4.250, -3.298)  0.38
H (0.579, 3.903, -3.786)  0.38
H (1.261, 1.333, -5.391)  0.57
H (-0.105, 1.471, -4.264)  0.23
H (1.072, 0.170, -4.075)  0.19
H (0.334, 2.297, -2.037)  0.24
H (2.425, 0.899, -0.930)  0.21
H (1.531, 0.111, -2.049)  0.14

Properties
HOMO energy ... -7.6181 eV
Orbital gap ... 7.71 eV
LUMO energy ... 0.088 eV

=====

Of them, a) has the highest stability.

=====

a) The following is a quantum chemistry calculation of 2 unconnected molecules or ions with the total composition CH3O3, from the OMol25 dataset.

Each line ends with the natural charge from an NBO analysis.
Positions of all 7 atoms, in Å:
O (0.474, 0.823, 1.745)  -1.01
H (-0.135, 0.729, 2.512)  0.42
H (-0.024, 0.445, 0.985)  0.49
O (-0.383, -0.201, -0.126)  -0.81
O (0.988, -0.315, -1.806)  -0.74
C (-0.105, -0.482, -1.311)  0.64
H (-0.816, -0.999, -1.999)  0.01

Properties
HOMO energy ... -4.3366 eV
Charge ... -1
Orbital gap ... 8.88 eV
LUMO energy ... 4.548 eV

=====

b) The following is a quantum chemistry calculation of 2 unconnected molecules or ions with the total composition CH3O3, from the OMol25 dataset.

Each line ends with the natural charge from an NBO analysis.
Positions of all 7 atoms, in Å:
O (-0.272, 0.652, -1.357)  -0.79
C (0.845, 0.762, -0.775)  0.61
O (1.056, 0.216, 0.344)  -0.79
H (1.489, 1.549, -1.182)  0.03
H (-0.353, -0.689, 0.881)  0.51
H (-1.779, -1.015, 0.881)  0.45
O (-0.986, -1.475, 1.208)  -1.02

Properties
HOMO energy ... -4.2838 eV
Charge ... -1
Orbital gap ... 8.93 eV
LUMO energy ... 4.648 eV

=====

Of them, b) has the highest stability.

=====

a) The following is a quantum chemistry calculation of C3H4FNO2 in the gas phase, from the OMol25 dataset.

Each line ends with the natural charge from an NBO analysis.
Positions of all 11 atoms, in Å:
C (0.240, 1.458, 0.063)  0.03
C (0.291, 0.261, -0.388)  0.20
C (-0.717, -0.910, 0.427)  0.67
N (-0.304, -2.133, 0.036)  -0.84
O (-1.398, -0.607, 1.345)  -0.58
O (0.889, 2.538, -0.433)  -0.68
F (0.974, -0.300, -1.402)  -0.33
H (-0.453, 1.467, 0.887)  0.21
H (0.353, -2.080, -0.827)  0.42
H (-0.967, -2.917, 0.053)  0.41
H (1.091, 3.224, 0.239)  0.49

Properties
SMILES ... NC(=O)/C(F)=C/O
HOMO energy ... -9.4962 eV
Orbital gap ... 10.08 eV
LUMO energy ... 0.588 eV

=====

b) The following is a quantum chemistry calculation of 2 unconnected molecules or ions with the total composition C3H4FNO2, from the OMol25 dataset.

Each line ends with the natural charge from an NBO analysis.
Positions of all 11 atoms, in Å:
C (1.878, 0.505, 1.837)  1.04
C (-1.142, -0.387, -0.377)  0.11
C (-0.137, 0.120, -1.415)  -0.01
N (-0.793, -0.694, 0.772)  -0.65
O (1.299, 0.881, 2.761)  -0.51
O (2.348, 0.211, 0.815)  -0.53
F (-0.813, 0.338, -2.618)  -0.36
H (0.292, 0.918, -0.878)  0.19
H (-2.176, -0.350, -0.571)  0.16
H (0.679, -0.617, -1.824)  0.20
H (-1.435, -0.926, 1.499)  0.36

Properties
SMILES ... [H]/N=C/CF.O=C=O
HOMO energy ... -10.0615 eV
Orbital gap ... 10.72 eV
LUMO energy ... 0.659 eV

=====

Of them, b) has the highest stability.